The following is a DFT calculation (ωB97M-V/def2-TZVPD) of a molecular structure, C64H154AsF6N8O5.

Energy ... -168094.8069 eV
Net charge ... +7
2S+1 ... 1
Highest occupied orbital energy ... -0.6936 hartree
Largest force on an atom ... 3.19 eV/Å

XYZ file:
```
238
Properties=species:S:1:pos:R:3:forces:R:3:lowdin_charge:R:1
As 1.492133 0.635543 3.523900 0.5 0.3 0.6 0.962
F 2.037213 -1.146527 3.621460 -0.7 2.3 -0.6 -0.355
F 0.765373 0.373463 1.870170 1.0 0.3 1.6 -0.342
F 0.983373 2.449893 3.483260 0.6 -2.8 0.0 -0.352
F 2.113023 0.809983 5.200190 -0.5 0.1 -1.9 -0.296
F 3.084613 1.110973 2.814080 -1.9 -0.7 0.6 -0.310
F -0.073997 0.160943 4.199480 0.8 0.4 -0.5 -0.307
C 1.413213 -3.432387 9.412960 0.2 -2.1 1.3 -0.029
C 1.639273 -4.995537 9.744790 -0.9 0.4 -1.5 -0.119
N 1.618303 -6.014167 8.529680 -0.6 1.6 -0.2 -0.233
C 1.734633 -7.462837 9.118990 -0.2 2.2 0.2 0.041
C 0.274103 -5.887517 7.682790 0.7 -0.2 1.9 -0.129
C -1.028247 -6.182977 8.501680 1.7 -0.3 -0.5 -0.046
C 2.847113 -5.554887 7.640300 0.2 -3.1 -0.1 -0.032
C 3.321523 -6.680937 6.568100 -0.4 0.7 1.7 -0.171
O 3.781463 -7.863587 7.242270 0.4 -0.1 -1.3 -0.216
C 4.067983 -9.032297 6.383100 -1.6 0.1 0.3 -0.049
H 0.529383 -3.168547 8.832160 0.3 -0.3 -0.3 0.072
H 2.330463 -2.929527 9.106570 -0.2 -0.1 -0.2 0.080
H 1.170963 -3.110417 10.425750 0.2 0.5 0.0 0.083
H 0.859403 -5.366277 10.409960 0.0 0.2 -0.1 0.111
H 2.594353 -5.148597 10.247280 0.0 0.1 -0.2 0.124
H 1.023303 -7.577247 9.936930 -0.4 0.3 -0.3 0.095
H 2.687893 -7.406537 9.644550 0.3 -1.0 -0.7 0.113
H 1.501683 -8.173697 8.326200 0.8 0.0 0.3 0.109
H 0.465773 -6.632477 6.910510 -0.4 0.2 -0.1 0.107
H 0.193243 -4.878677 7.278060 0.5 -0.1 -0.1 0.112
H -1.284057 -5.454187 9.270800 0.1 0.3 -0.4 0.082
H -0.887237 -7.116697 9.046080 -0.5 -0.2 -0.3 0.070
H -1.777967 -6.251747 7.713460 -0.4 -0.1 0.5 0.084
H 3.661113 -5.434227 8.355110 0.0 0.1 -0.1 0.127
H 2.649353 -4.603847 7.145820 -0.4 -0.2 0.1 0.128
H 4.115533 -6.195487 6.000680 0.1 -0.1 -0.1 0.124
H 2.479233 -6.867407 5.901850 -0.1 -0.3 -0.2 0.102
H 4.343473 -9.889107 6.997990 0.6 0.6 0.3 0.098
H 4.702733 -8.924797 5.503530 0.6 0.7 0.5 0.089
H 3.135363 -9.403497 5.958200 -0.5 0.3 -0.1 0.072
C -4.247977 -5.743887 -7.549580 -0.2 0.0 -0.6 -0.051
C -3.965477 -4.223627 -7.515140 0.4 -0.3 0.5 -0.138
N -2.638127 -3.728987 -8.122510 0.3 0.8 -2.1 -0.215
C -1.367837 -4.250017 -7.450170 -1.6 -1.2 0.1 0.023
C -2.526017 -4.253087 -9.621910 -0.2 0.5 -1.2 -0.135
C -1.476557 -3.647737 -10.597720 0.3 0.1 0.9 -0.058
C -2.559787 -2.160997 -8.168880 1.2 -0.4 2.2 -0.033
C -2.926977 -1.489087 -6.777390 -1.5 -0.6 -1.1 -0.195
O -2.368597 -2.029547 -5.607010 1.5 -1.1 -0.8 -0.202
C -2.929997 -1.515727 -4.442760 -0.1 1.5 0.7 -0.109
H -5.218997 -5.917727 -7.085900 0.2 0.2 0.6 0.093
H -3.500877 -6.415237 -7.126240 0.0 0.4 0.4 0.079
H -4.457007 -6.187747 -8.522930 0.3 0.6 -0.5 0.086
H -3.957207 -3.844137 -6.493360 0.3 -0.3 0.2 0.110
H -4.797667 -3.671527 -7.951900 0.3 0.0 -0.6 0.139
H -0.502747 -3.827237 -7.961010 -0.2 -0.2 0.3 0.102
H -1.478907 -5.326197 -7.582810 0.6 -0.1 -0.5 0.096
H -1.381237 -4.184647 -6.362210 0.0 1.0 -0.2 0.100
H -3.450027 -4.066337 -10.169120 -0.5 0.2 0.8 0.133
H -2.437467 -5.338597 -9.665670 0.2 0.1 0.8 0.125
H -1.484367 -4.229007 -11.519770 -0.2 -0.2 0.2 0.101
H -0.451887 -3.694097 -10.228940 0.0 0.0 0.1 0.073
H -1.678217 -2.625107 -10.916560 -0.2 0.0 0.3 0.082
H -3.130367 -1.676677 -8.961330 -0.5 -0.6 0.1 0.145
H -1.512387 -1.973767 -8.405540 0.0 0.0 0.0 0.117
H -4.007127 -1.622397 -6.717380 -0.4 0.0 0.1 0.112
H -2.832497 -0.405797 -6.852670 0.6 0.1 -0.1 0.135
H -2.739897 -0.443047 -4.406390 -0.9 0.6 -0.5 0.092
H -2.408517 -1.705897 -3.504670 0.3 -1.4 -0.4 0.092
H -3.982547 -1.787507 -4.362950 -0.1 0.2 0.1 0.100
C -6.876467 8.242483 1.134620 -0.7 -0.9 0.0 -0.061
C -6.403957 8.440313 2.566340 0.4 -0.6 0.0 -0.144
N -6.252827 7.170853 3.471370 1.1 -0.5 -0.7 -0.212
C -5.824617 7.683653 4.888980 -0.2 -0.5 -0.5 0.048
C -7.512027 6.323053 3.439450 -1.3 1.4 1.1 -0.170
C -8.713197 7.142723 3.914080 -0.3 0.4 -0.5 -0.055
C -5.118607 6.260673 2.877710 -0.4 1.0 0.4 -0.065
C -5.044857 4.779543 3.387050 1.0 1.6 -0.2 -0.198
O -5.393587 4.574583 4.720050 -0.6 -0.5 0.2 -0.200
C -4.392727 4.631183 5.748300 0.0 -0.6 0.1 -0.053
H -7.112447 9.184883 0.640360 0.4 0.2 0.3 0.102
H -7.809117 7.684703 1.050120 -0.1 -0.1 0.2 0.078
H -6.136057 7.704333 0.542760 0.0 0.2 -0.1 0.071
H -7.046307 9.106753 3.141980 0.3 0.1 -0.2 0.126
H -5.382797 8.800553 2.441570 -0.1 0.4 0.7 0.129
H -4.798657 8.051723 4.894990 0.1 -0.3 -0.6 0.109
H -5.885807 6.853753 5.592990 -0.3 0.1 -0.2 0.093
H -6.385227 8.555343 5.226570 -0.6 -0.4 -0.3 0.109
H -7.484437 5.529913 4.186620 0.9 -0.2 -0.4 0.127
H -7.703697 5.958093 2.430410 0.5 0.0 0.1 0.127
H -9.608447 6.535073 3.782220 0.0 -0.2 0.5 0.097
H -8.968487 8.034513 3.341680 0.4 0.0 -0.3 0.081
H -8.574647 7.476163 4.942540 -0.3 -0.3 0.1 0.091
H -4.207547 6.848913 2.987530 0.1 -0.2 0.6 0.126
H -5.235607 6.244343 1.794130 -0.5 -0.1 0.0 0.110
H -3.992167 4.563443 3.204670 0.2 -0.5 0.0 0.129
H -5.617227 4.195753 2.666170 -0.4 -0.4 0.6 0.121
H -3.547387 3.966103 5.571720 0.5 0.6 -0.8 0.100
H -4.735557 4.130263 6.653650 -1.0 0.4 -0.1 0.100
H -4.167687 5.671223 5.984460 0.5 -0.2 0.0 0.083
C -10.850647 -0.939297 0.192530 0.6 -1.2 0.4 -0.036
C -9.332457 -1.281587 0.311180 -0.7 0.5 1.2 -0.149
N -8.825297 -1.282327 1.754250 1.7 1.3 2.3 -0.217
C -9.077337 0.124333 2.504730 0.2 -1.6 -1.8 0.068
C -9.446537 -2.380717 2.704590 0.3 -0.3 -0.9 -0.120
C -9.219867 -3.825597 2.172690 -0.8 1.4 0.0 -0.038
C -7.251377 -1.375717 1.740940 0.1 -0.8 1.8 -0.063
C -6.518907 -1.910077 3.052490 -0.7 0.7 0.4 -0.175
O -6.872447 -1.185307 4.239470 -1.4 0.5 -1.7 -0.236
C -6.359787 -1.701037 5.439490 0.6 -0.7 -0.2 -0.081
H -11.141277 -1.106087 -0.844690 0.0 0.7 -0.1 0.096
H -11.021637 0.053203 0.609430 -0.1 0.1 -0.8 0.075
H -11.549217 -1.576687 0.734600 0.4 -0.4 0.2 0.082
H -8.831857 -0.448317 -0.181920 0.4 -0.2 0.0 0.124
H -8.937577 -2.226027 -0.063260 -0.6 0.0 -0.4 0.119
H -10.155717 0.276173 2.458410 0.3 0.1 0.7 0.094
H -8.574277 0.864663 1.882690 -0.1 0.0 0.0 0.098
H -8.562807 0.060663 3.463540 -0.5 -0.1 0.0 0.092
H -10.508907 -2.139537 2.740490 0.0 -0.1 -0.1 0.123
H -9.074567 -2.257107 3.721680 0.4 0.4 -0.3 0.119
H -9.903667 -3.887027 1.326080 0.4 -0.6 -0.2 0.079
H -9.543007 -4.555847 2.914590 0.0 0.1 0.0 0.098
H -8.182077 -4.021007 1.902710 -0.1 0.0 -0.1 0.070
H -6.761157 -0.409227 1.623990 -0.9 0.4 -0.3 0.122
H -6.890087 -1.998407 0.922500 -0.4 -0.2 0.0 0.122
H -5.472677 -1.701127 2.829260 0.3 -0.2 -0.1 0.127
H -6.623467 -2.973007 3.270100 -0.2 -0.2 -0.4 0.114
H -6.639637 -2.741837 5.602340 -0.1 -0.3 -0.2 0.091
H -6.776797 -1.173007 6.297030 0.4 0.4 -0.3 0.107
H -5.278337 -1.658837 5.309950 0.2 0.1 0.9 0.096
C -1.153547 6.289643 -4.549090 0.3 -1.8 -1.4 -0.084
C -1.299477 7.400343 -3.567620 1.4 1.3 0.6 -0.122
N 0.097673 8.102013 -3.235380 -0.1 0.9 -0.4 -0.213
C -0.150387 9.184143 -2.117500 0.2 -2.0 0.3 0.038
C 1.238693 7.103533 -2.861930 -1.1 0.2 0.6 -0.135
C 0.884083 6.049213 -1.766010 -0.4 1.7 -0.6 -0.038
C 0.638293 8.893613 -4.505610 -0.7 0.6 1.0 -0.053
C 1.910983 9.769193 -4.382340 0.6 0.6 0.8 -0.188
O 1.752473 10.882493 -3.478950 -0.3 -0.4 -0.3 -0.236
C 2.439363 12.104583 -3.880060 -0.5 -0.7 -0.2 -0.039
H -2.031857 5.897403 -5.061740 -0.8 0.8 0.4 0.094
H -0.773967 5.338593 -4.175570 0.3 0.2 0.8 0.071
H -0.511057 6.427723 -5.418720 0.2 0.8 0.1 0.081
H -1.704697 7.077233 -2.608710 0.3 -0.2 0.0 0.121
H -1.923267 8.245963 -3.857310 0.0 -0.2 -0.5 0.131
H -0.554417 8.647813 -1.258890 0.1 -0.3 0.0 0.086
H -0.925507 9.920303 -2.330490 0.5 0.0 -0.9 0.116
H 0.816943 9.592993 -1.825590 -0.3 0.3 -0.4 0.101
H 2.023313 7.791093 -2.546130 0.2 -0.4 -0.1 0.120
H 1.489803 6.586273 -3.787940 0.2 0.3 0.0 0.121
H 1.784513 5.732333 -1.239780 -0.1 -0.3 -0.3 0.091
H 0.299603 5.244063 -2.211220 0.3 -0.1 0.3 0.065
H 0.267203 6.559723 -1.026460 -0.1 -0.2 0.2 0.069
H -0.120417 9.649583 -4.708010 -0.4 -0.2 0.0 0.137
H 0.644943 8.195983 -5.343090 0.4 0.0 0.2 0.120
H 2.116093 10.133533 -5.388970 -0.3 0.0 -0.3 0.133
H 2.843383 9.285503 -4.091190 -0.1 -0.6 0.0 0.124
H 3.503703 11.928423 -4.035800 0.0 -0.1 0.0 0.094
H 2.310173 12.854073 -3.099240 -0.1 -0.3 0.0 0.099
H 1.961763 12.449833 -4.797020 0.2 0.2 -0.1 0.095
C -1.770787 -12.083457 -0.345640 -1.0 -0.9 -0.5 -0.085
C -1.364017 -10.831657 -1.118810 0.5 0.9 0.5 -0.219
C -1.844917 -9.554547 -0.404180 0.5 1.2 -0.1 -0.085
N -1.034067 -8.215177 -0.643340 1.2 -0.5 -0.2 -0.231
C -0.879977 -7.849057 -2.139840 -0.9 -1.1 1.1 0.045
C 0.437123 -8.323767 -0.159170 -0.5 0.5 1.0 -0.103
C 0.917263 -6.868477 0.027470 -1.4 -0.5 -1.0 -0.117
C -0.430157 -6.130157 0.327270 0.2 1.2 0.6 -0.160
C -1.606617 -7.074767 0.223420 1.5 -1.1 0.2 -0.103
H -2.852277 -12.201667 -0.278510 -0.1 0.1 -0.2 0.085
H -1.430587 -12.234837 0.678790 0.5 0.8 0.0 0.088
H -1.414737 -12.970447 -0.869640 0.0 0.1 -0.2 0.091
H -1.684997 -10.751487 -2.157390 -0.4 -0.7 0.1 0.115
H -0.278017 -10.893417 -1.188650 0.2 0.5 0.2 0.107
H -1.854867 -9.675007 0.679100 0.3 0.0 0.0 0.126
H -2.846577 -9.204987 -0.654350 -0.2 -0.6 -0.3 0.132
H -1.888197 -7.854947 -2.554040 0.2 0.1 -0.2 0.109
H -0.287127 -8.678567 -2.525260 -0.2 0.2 -0.3 0.103
H -0.349427 -6.914497 -2.322080 -0.2 0.0 0.5 0.100
H 1.106483 -8.908407 -0.790240 -0.6 -0.1 -0.3 0.135
H 0.404373 -8.788817 0.826100 -0.2 -0.2 -0.1 0.138
H 1.349113 -6.511597 -0.907540 0.2 0.1 0.2 0.104
H 1.673453 -6.872907 0.812490 -0.2 0.5 0.0 0.124
H -0.750137 -5.290177 -0.289300 1.2 0.3 -0.2 0.111
H -0.395237 -5.764647 1.353560 0.0 0.3 -0.1 0.119
H -2.518647 -6.614007 -0.156050 0.1 -0.4 -0.3 0.138
H -1.734667 -7.425477 1.247480 -0.6 -0.8 -0.4 0.133
C 5.578523 -3.252967 -8.859810 -0.8 -0.4 -0.9 -0.085
C 5.090843 -2.188277 -7.881100 1.2 0.4 0.8 -0.230
C 5.451343 -2.481237 -6.397760 -0.9 0.6 -0.4 -0.090
N 4.797013 -1.467727 -5.386000 0.6 -1.2 0.6 -0.231
C 3.243373 -1.509437 -5.476350 2.2 0.8 0.0 0.055
C 5.236573 -1.803507 -3.934970 0.5 0.0 0.1 -0.068
C 5.712393 -0.485947 -3.302100 0.0 -0.8 1.7 -0.168
C 5.346823 0.588553 -4.224710 -0.9 1.8 -0.2 -0.190
C 5.439883 -0.098657 -5.545990 -0.5 0.0 -1.2 -0.100
H 5.126933 -2.942707 -9.802090 -0.4 -0.5 -0.1 0.084
H 5.241313 -4.251637 -8.582210 -0.2 0.0 -0.1 0.080
H 6.603553 -3.377357 -9.209010 0.5 0.6 1.1 0.093
H 4.037063 -1.958337 -8.038490 -0.1 -0.5 0.0 0.095
H 5.616793 -1.275017 -8.159380 0.0 0.3 0.1 0.113
H 6.538353 -2.420967 -6.344230 -0.1 0.2 0.6 0.138
H 5.152723 -3.467267 -6.041870 -0.2 0.0 -0.2 0.131
H 3.024383 -1.157227 -6.484360 -0.4 -0.1 0.3 0.088
H 2.933813 -0.804597 -4.704680 -0.4 -0.1 -0.2 0.102
H 2.902363 -2.523387 -5.267290 0.1 0.2 -0.1 0.107
H 4.412363 -2.226447 -3.360600 -0.1 -0.1 -0.4 0.128
H 6.062863 -2.514127 -3.954300 -0.3 -0.1 -0.3 0.134
H 5.229763 -0.348337 -2.334510 0.2 -0.1 0.1 0.131
H 6.785423 -0.375757 -3.145370 0.1 -0.9 0.1 0.134
H 4.378803 1.039763 -4.006860 -0.4 -0.3 -0.3 0.121
H 6.007333 1.437883 -4.050170 0.3 -0.1 -0.7 0.138
H 4.968963 0.389723 -6.399120 0.3 0.1 0.0 0.143
H 6.481343 -0.352097 -5.744070 0.0 0.3 -0.3 0.148
C 9.105223 3.937143 2.364560 -1.1 -0.7 1.9 -0.117
C 10.483943 4.276883 1.905020 0.2 1.0 -0.4 -0.236
C 11.060143 5.468653 2.715570 2.0 -0.3 -0.7 -0.074
N 12.591353 5.759683 2.383110 -1.0 0.0 -0.8 -0.219
C 13.520633 4.607613 2.784790 0.2 1.3 -0.4 0.037
C 13.039543 7.087283 3.095890 -1.3 -0.5 0.3 -0.071
C 13.287493 8.129403 2.029140 1.2 -0.7 -0.1 -0.140
C 13.643703 7.273393 0.836440 0.8 -0.2 -0.6 -0.179
C 12.677153 6.109183 0.882190 0.8 0.8 -0.7 -0.113
H 9.143343 3.714433 3.430880 0.0 -0.2 0.2 0.082
H 8.672563 3.033933 1.934300 0.2 0.1 -0.4 0.083
H 8.340373 4.713623 2.350670 0.3 0.3 -0.6 0.085
H 10.351803 4.567373 0.862790 0.6 0.2 -0.2 0.107
H 11.118723 3.391023 1.925190 0.1 0.1 0.2 0.113
H 11.116243 5.359223 3.798610 -0.6 -0.3 0.0 0.134
H 10.579463 6.406183 2.436150 -0.2 -0.1 0.2 0.132
H 13.479933 4.395433 3.853160 -0.8 -0.1 -0.1 0.115
H 14.521123 5.030333 2.693030 0.1 -0.3 -0.5 0.105
H 13.381153 3.750293 2.126270 -0.1 0.1 0.3 0.102
H 13.922033 6.889693 3.704400 -0.2 -0.1 0.0 0.138
H 12.162363 7.324003 3.698070 0.5 0.2 0.4 0.123
H 14.224623 8.648583 2.229960 -0.5 0.7 0.5 0.135
H 12.443113 8.789743 1.831490 0.2 0.0 0.1 0.130
H 14.647103 6.848943 0.870030 0.3 0.2 0.6 0.124
H 13.700643 7.887763 -0.062120 -0.6 -0.4 -0.3 0.135
H 13.035573 5.305963 0.238380 -0.3 -0.4 0.5 0.138
H 11.771363 6.533243 0.448810 -0.7 -0.7 0.7 0.132
```
Positions in Å, forces in eV/Å.